{
  "formula": "C3H6N2O",
  "method": "ωB97M-V/def2-TZVPD",
  "elements": ["N", "C", "C", "O", "C", "N", "H", "H", "H", "H", "H", "H"],
  "positions_angstrom": [[0.32, 0.33, 1.70], [0.44, -0.39, 0.44], [-0.96, -0.78, -0.07], [-0.99, 0.42, -0.89], [0.39, 0.43, -0.85], [1.10, 0.78, -1.83], [1.20, 0.73, 1.98], [-0.35, 1.09, 1.58], [1.20, -1.17, 0.51], [-0.95, -1.65, -0.73], [-1.76, -0.80, 0.66], [0.36, 1.01, -2.49]],
  "gap_ev": 10.905,
  "total_charge": 0,
  "homo_ev": -9.924,
  "fmax_ha_per_bohr": 0.01805,
  "relative_energy_ev": 2.234,
  "lumo_ev": 0.981
}